(1)
12
Properties=species:S:1:pos:R:3:forces:R:3 method="wB97M-V/def2-TZVPD" lumo_energy_ev=0.59 multiplicity=1 max_force_ev_per_a=4.987 relative_energy_ev=2.381
C -0.386296 0.173482 -0.024080 -1.621 -2.258 3.123
C -0.678670 -0.681339 0.807179 1.400 2.860 -3.838
C -0.047583 1.419352 -0.585657 2.495 -0.409 -0.902
C -1.053661 -1.882681 1.429989 -1.456 2.352 2.033
C 1.330396 1.251425 -1.276546 -1.208 2.313 -2.340
O -0.749022 2.382138 -0.550686 -0.374 1.122 -0.168
H -0.373953 -2.595564 1.177366 1.535 -2.499 -0.455
H -1.005997 -1.590114 2.490688 -0.411 -1.009 0.060
H -2.057194 -1.997002 1.068271 -0.641 -0.972 0.330
H 1.060235 0.843539 -2.299567 0.418 0.675 0.865
H 1.954268 0.546062 -0.872096 0.966 -2.101 1.484
H 2.007476 2.130701 -1.364861 -1.104 -0.074 -0.191

(2)
23
Properties=species:S:1:pos:R:3:forces:R:3 method="wB97M-V/def2-TZVPD" s2=30.1708 charge=+4 lumo_energy_ev="-15.92 / -16.95" multiplicity=11 max_force_ev_per_a=9.139
Sm 1.465002 -3.995375 -2.417739 -3.559 2.041 -5.345
Fe 2.482042 -0.349552 0.098271 3.100 1.183 -0.379
Cl 0.671139 -3.772324 -4.769292 0.618 -0.121 1.878
Cl 4.494345 -0.402734 -0.628895 -0.810 -0.122 0.332
C 2.014248 -2.049095 -0.398036 -2.133 -7.743 1.973
C 1.501945 -6.046296 -1.304967 1.130 -8.128 4.023
C 3.626202 -4.678668 -1.852023 7.903 -1.662 3.980
O 1.705895 -3.224732 -0.179249 1.889 6.839 -0.862
O 1.732788 -7.043435 -0.756787 -1.327 5.148 -2.791
O 4.570460 -4.870211 -1.200731 -4.820 0.909 -3.545
N 0.954268 0.588450 0.555363 -3.844 2.206 0.894
C -0.017734 1.222158 0.731745 2.955 -1.066 -0.513
C -1.072656 2.126947 0.902838 -0.752 0.129 0.154
C -1.213567 3.214416 0.025156 1.868 -1.552 -0.268
C -2.284781 4.089101 0.190475 -1.657 1.153 0.741
C -3.183697 3.892261 1.248621 -0.248 0.114 -0.036
C -3.047839 2.799534 2.111283 -1.536 1.623 0.198
C -1.983102 1.922307 1.954961 1.926 -1.374 -0.510
H -0.466401 3.356512 -0.764209 -0.383 0.129 0.193
H -2.388102 4.928816 -0.494947 -0.117 -0.064 0.126
H -4.006969 4.589121 1.390591 0.096 -0.089 -0.029
H -3.745322 2.624765 2.932584 0.015 0.183 -0.228
H -1.808164 1.078033 2.624986 -0.316 0.262 0.014

(3)
66
Properties=species:S:1:pos:R:3:forces:R:3 method="wB97M-V/def2-TZVPD" charge=-1 lumo_energy_ev=1.93 multiplicity=1 max_force_ev_per_a=5.538 relative_energy_ev=4.009
C 3.996121 2.586752 2.207126 0.197 0.695 0.649
C 3.262645 3.957856 2.751383 -0.220 0.813 -0.912
C 2.475266 4.723222 1.492917 0.962 0.608 -0.408
Nb 0.333014 3.936416 1.193057 0.937 2.257 -0.098
C -0.387955 6.106757 1.359169 -1.405 1.641 0.298
C -1.825796 3.343539 0.767777 -4.393 -2.057 2.671
I -2.561233 3.596542 -1.323775 0.496 -0.028 1.030
C -2.810949 2.797963 1.741026 4.060 1.766 -2.035
C -2.364672 2.525956 3.294926 -1.744 -0.432 0.393
I -4.847114 2.334917 1.085644 0.953 0.001 0.934
H 5.127479 2.653205 2.579105 -2.414 -0.560 -0.714
H 3.423395 1.663513 2.672388 1.416 1.716 -1.240
H 4.030855 2.566720 1.023858 -0.312 -0.123 2.547
H 4.096661 4.688434 3.158572 -1.635 -1.409 -0.679
H 2.438397 3.765275 3.572131 2.334 0.355 -1.816
H 2.465164 5.908225 1.632227 0.063 -2.493 -0.167
H 3.033495 4.535310 0.460960 -0.843 0.365 2.110
H 0.167092 3.769110 2.986507 -0.064 -0.134 0.270
H 0.884999 2.201518 1.128828 -0.011 -0.434 0.217
H 0.597906 4.096856 -0.597991 0.338 -0.381 -0.618
H 0.274626 6.786400 2.045618 -1.154 -1.157 -1.298
H -0.481505 6.624665 0.290416 0.294 -1.040 2.086
H -1.485848 6.139955 1.810094 2.053 0.046 -0.856
H -3.373166 2.349098 3.908602 2.093 0.353 -1.324
H -1.825420 3.443113 3.810107 -0.885 -2.046 -1.514
H -1.758877 1.515240 3.388772 -0.970 2.320 -0.320
C -2.530416 -0.943422 -1.902475 -1.085 0.098 0.869
C -1.365577 -0.050642 -2.162849 0.530 0.824 1.040
O -0.503289 -0.851739 -2.938469 -0.780 -0.687 -0.889
C -1.323547 -1.705897 -3.612461 0.682 -1.416 -1.730
O -0.980255 -2.363107 -4.581014 -0.732 1.214 1.956
O -2.581427 -1.730781 -3.075255 1.021 -0.208 -0.919
F -0.732511 0.264555 -1.010660 -0.028 0.106 -0.200
H -2.379688 -1.594282 -1.034690 0.219 0.192 -0.047
H -3.460050 -0.384695 -1.764645 0.118 -0.123 -0.172
H -1.614385 0.862703 -2.713679 0.135 0.005 0.201
C -0.670979 -5.652767 -2.753001 -0.097 0.552 -1.348
C -1.169286 -6.876828 -2.063752 0.143 -0.668 -0.223
O -0.749226 -6.698166 -0.730143 -0.325 0.738 -0.041
C -0.715735 -5.348374 -0.546806 0.323 1.886 2.698
O -0.666268 -4.807018 0.545145 -0.094 -1.322 -2.612
O -0.752202 -4.673973 -1.736481 -0.078 -0.403 1.184
F -0.569413 -7.984559 -2.554414 -0.058 -0.373 -0.043
H 0.368688 -5.746621 -3.084170 -0.105 -0.240 0.107
H -1.289295 -5.378223 -3.611897 0.110 0.105 0.234
H -2.257429 -6.997447 -2.094011 0.136 -0.168 -0.042
C 0.250622 -4.473258 -7.590047 0.475 1.208 0.059
C -0.139434 -5.534069 -8.561764 0.402 -0.336 -0.502
O -0.558222 -6.598099 -7.737543 -0.499 0.539 0.403
C -1.033915 -6.004726 -6.606925 -1.520 -0.867 2.294
O -1.730227 -6.568504 -5.779174 1.634 1.224 -1.810
O -0.641844 -4.697179 -6.517054 -0.557 -1.277 0.000
F 0.929046 -5.946737 -9.279900 0.080 -0.122 -0.344
H 1.280589 -4.582638 -7.234247 -0.078 -0.161 -0.213
H 0.126115 -3.467420 -8.000144 -0.114 -0.135 0.251
H -0.953874 -5.247865 -9.235776 0.161 -0.123 -0.073
C 1.108375 1.711759 7.779070 -0.763 -0.661 0.683
C 2.045683 2.869753 7.732146 0.669 0.205 0.081
O 2.461067 2.903126 6.385585 -0.765 -0.016 0.225
C 1.415588 2.388648 5.679214 -0.572 0.032 -3.960
O 1.282274 2.504056 4.472244 0.205 -1.059 3.894
O 0.529462 1.733454 6.489754 0.410 0.465 -0.394
F 3.130309 2.643974 8.506919 0.289 0.159 0.313
H 1.622355 0.756554 7.930061 0.186 0.227 0.039
H 0.345056 1.825631 8.553518 -0.015 -0.014 -0.255
H 1.588686 3.828263 8.000345 0.191 -0.041 0.078

(4)
177
Properties=species:S:1:pos:R:3:forces:R:3 method="wB97M-V/def2-TZVPD" charge=+1 lumo_energy_ev=-2.12 multiplicity=1 max_force_ev_per_a=14.372 relative_energy_ev=9.196
C 5.663388 -9.523850 -4.217189 2.028 -0.080 0.781
C 4.232308 -9.316840 -4.390589 -2.930 0.558 0.476
C 3.712448 -7.824650 -4.273859 0.819 -0.255 -0.276
C 2.192778 -7.640820 -4.509769 0.457 0.774 0.065
P 1.568928 -6.010850 -3.901009 1.286 -0.317 -0.672
C -0.226972 -5.983750 -4.070729 0.792 0.722 0.310
C -0.998512 -4.726410 -3.634549 -1.024 0.534 0.300
C -1.025682 -3.394190 -4.474149 -0.673 -0.694 1.440
C -2.370802 -2.622610 -4.200489 0.684 -1.241 -0.319
C 2.292658 -4.567880 -4.671789 1.037 0.922 -0.499
C 3.796248 -4.250420 -4.543379 1.352 0.164 -0.412
C 4.231628 -2.890330 -5.212299 -1.312 -0.103 -0.217
C 3.767408 -1.652420 -4.453439 -0.212 -0.168 0.916
C 2.081638 -5.971000 -2.206099 -0.173 -1.203 0.599
C 1.709268 -7.340470 -1.517779 -1.492 1.130 2.272
C 1.537068 -7.256510 0.089311 1.470 0.847 -1.057
C 2.890278 -6.842400 0.757661 -1.649 -0.195 0.295
H 6.021988 -9.165610 -3.252219 -0.075 0.803 -0.008
H 6.247958 -9.061480 -5.012539 0.196 -0.155 0.074
H 5.946588 -10.564900 -4.061869 -0.226 -0.294 -0.837
H 3.702658 -9.933920 -3.664789 -0.140 0.225 0.650
H 3.836218 -9.807760 -5.279529 0.230 0.507 -0.666
H 4.343828 -7.172560 -4.877389 -0.373 -0.226 -1.122
H 4.016738 -7.307860 -3.363679 -0.219 -0.877 0.864
H 1.649668 -8.326580 -3.859479 -0.110 -0.276 -0.222
H 1.898078 -7.800990 -5.546879 -0.022 -0.067 0.006
H -0.499852 -6.801730 -3.403979 -0.413 -0.227 -0.287
H -0.464392 -6.206700 -5.110929 -0.032 -0.289 0.010
H -0.910342 -4.461610 -2.580879 0.805 -0.060 0.158
H -2.002382 -5.149080 -3.593479 -0.470 0.295 -0.426
H -0.877692 -3.680560 -5.515399 -0.103 0.473 -0.181
H -0.253562 -2.718080 -4.106999 0.388 -0.216 -0.372
H -2.461792 -2.278310 -3.170309 0.543 0.325 -0.056
H -3.195392 -3.331250 -4.277789 -0.225 0.103 -0.552
H -2.453682 -1.806070 -4.917779 -0.256 0.019 0.226
H 1.830088 -3.676820 -4.247339 -0.723 -0.122 -0.078
H 2.141168 -4.610180 -5.750379 -0.626 0.079 -0.070
H 4.373118 -5.009870 -5.071169 -0.016 -0.208 0.034
H 4.181638 -4.250690 -3.523779 -0.251 0.024 0.215
H 3.789388 -2.816090 -6.205789 -0.139 -0.368 -0.309
H 5.304408 -2.875240 -5.404689 0.045 -0.136 0.426
H 3.774288 -0.707390 -4.996549 0.691 -0.112 -0.158
H 4.308388 -1.604630 -3.508369 0.183 0.447 -0.086
H 2.725418 -1.688790 -4.135599 -0.284 -0.484 -0.080
H 1.595428 -5.057680 -1.863239 0.004 -0.053 0.832
H 3.163358 -5.839100 -2.182289 0.006 0.356 0.074
H 2.396678 -8.135090 -1.807869 -0.039 0.131 0.061
H 0.680078 -7.579960 -1.785189 0.051 -0.443 -0.612
H 1.124698 -8.140490 0.575771 0.295 -0.547 -0.679
H 0.767588 -6.518460 0.315751 0.039 0.356 -0.239
H 3.741988 -7.198250 0.177961 0.073 0.223 0.295
H 2.873738 -7.257470 1.765401 0.488 -0.224 -0.010
H 2.894198 -5.766650 0.933271 0.489 0.055 -0.493
C -2.189482 10.852160 -1.671489 1.241 1.070 1.341
C -2.750392 9.542760 -2.151339 -0.005 0.155 -0.753
C -3.875032 9.024950 -1.271429 -0.927 1.010 -0.756
C -4.646742 7.816610 -1.855739 -1.341 0.319 0.724
P -5.230592 6.661160 -0.629719 1.193 -2.743 1.673
C -3.754132 5.572680 -0.461139 -1.584 0.949 0.126
C -3.997272 4.540940 0.611861 1.259 -0.837 0.847
C -2.770752 3.562710 0.855861 -2.055 0.039 -0.856
C -2.202262 2.976960 -0.452519 0.263 0.293 0.122
C -5.611502 7.426430 1.109091 -1.581 -1.353 -1.914
C -6.946642 6.780560 1.743291 0.927 1.204 0.197
C -7.455232 7.692240 2.824811 1.154 -0.229 0.773
C -8.707442 7.146020 3.423411 -0.806 -0.096 0.610
C -6.683032 5.522750 -1.136829 0.756 1.999 -1.264
C -6.454252 4.748970 -2.542179 0.166 -0.593 2.220
C -7.629292 4.021110 -3.182339 -2.146 0.939 0.329
C -8.792172 5.005020 -3.518929 1.419 -0.544 -1.031
H -2.883582 11.626220 -1.344139 -0.705 -0.260 -0.436
H -1.502232 11.371580 -2.339319 -0.198 -0.362 -0.525
H -1.576062 10.774360 -0.773839 0.111 -0.558 0.240
H -1.981382 8.782770 -2.289729 0.228 0.019 0.234
H -3.091602 9.759670 -3.163579 -0.497 -0.381 -0.117
H -4.656012 9.785020 -1.293219 0.174 0.449 0.191
H -3.567652 9.041960 -0.225809 0.156 -0.862 0.076
H -4.227322 7.336500 -2.739869 0.150 -0.165 0.273
H -5.668092 8.111950 -2.095989 0.059 0.932 -1.089
H -2.943752 6.274930 -0.265609 0.271 -0.146 0.330
H -3.602602 5.243960 -1.489289 0.077 -0.598 0.103
H -4.925732 3.973970 0.543911 0.070 -0.332 -1.125
H -4.240032 5.000730 1.569861 0.521 0.633 0.180
H -3.290112 2.764810 1.386631 0.600 -0.313 0.337
H -2.072102 4.048880 1.536761 0.299 -0.128 -0.321
H -2.941032 2.503880 -1.099449 -0.412 -0.191 0.420
H -1.444282 2.216460 -0.264929 -0.017 0.087 0.037
H -1.772112 3.722300 -1.121509 0.329 0.275 0.275
H -5.760472 8.481300 0.878501 -0.253 0.089 0.252
H -4.719922 7.348710 1.731301 -0.122 -0.272 -0.030
H -6.816562 5.844510 2.286411 0.517 -0.379 -0.705
H -7.841932 6.706970 1.125931 0.623 -0.280 -0.973
H -7.464032 8.730860 2.494211 -0.470 0.027 0.058
H -6.762012 7.614500 3.662371 0.471 0.570 -0.005
H -9.006742 7.879540 4.172061 -0.756 -0.234 -0.103
H -8.540312 6.209060 3.954701 0.479 0.017 0.212
H -9.490122 6.834680 2.731621 -0.255 0.772 -0.221
H -7.445912 6.299620 -1.187829 -0.535 -0.093 -0.393
H -6.934772 5.004000 -0.211829 0.226 -0.663 -0.392
H -5.748872 3.977530 -2.233259 0.505 0.055 -0.463
H -6.014792 5.407630 -3.291269 0.136 0.144 0.211
H -8.176732 3.311550 -2.561909 0.860 -0.391 0.542
H -7.337902 3.469760 -4.076319 0.331 0.203 0.043
H -9.524792 4.478720 -4.130799 -0.413 0.028 0.550
H -8.385012 5.734650 -4.218909 -0.146 0.606 0.266
H -9.172882 5.450600 -2.599909 -0.298 0.047 -0.346
C -2.613352 0.870580 6.337731 -0.195 0.603 -1.458
C -1.597402 1.269040 5.195111 0.306 -0.196 -0.153
C -0.734062 0.153180 4.621361 -0.211 -1.319 1.060
C 0.234848 0.608230 3.559851 0.399 -0.018 -0.823
P 1.888478 -0.149230 3.539381 1.916 1.345 -0.342
C 2.750088 0.072450 5.145171 0.002 -1.645 0.295
C 4.253918 -0.448050 5.278101 -0.581 -0.126 0.537
C 5.077568 0.423310 6.252751 0.372 0.175 -2.397
C 5.497098 1.721160 5.577481 -0.538 1.855 0.828
C 1.996198 -1.901980 3.032301 0.087 1.274 -0.600
C 1.150988 -2.783290 3.903011 0.239 0.550 0.169
C 1.219318 -4.231950 3.489351 0.082 -0.397 -0.686
C 0.927698 -5.187120 4.645651 0.445 -0.361 -0.991
C 3.057198 0.861850 2.520411 0.163 -0.493 0.004
C 3.180448 2.396490 2.602921 -0.446 0.229 -0.377
C 4.013748 2.847240 1.380861 0.537 1.715 0.372
C 4.547018 4.352470 1.440331 -1.304 -0.446 0.128
H -2.511472 -0.075930 6.868611 0.658 -0.086 -0.383
H -3.529412 0.799780 5.751281 -0.427 -0.195 0.538
H -2.781772 1.620440 7.110671 0.271 0.229 -0.251
H -0.948522 2.129310 5.359401 0.180 -0.076 0.960
H -2.094652 1.631390 4.295371 -0.873 0.059 0.153
H -1.323142 -0.648830 4.176531 -0.591 0.273 -0.244
H -0.280762 -0.453940 5.404971 0.570 0.475 0.457
H 0.428038 1.679820 3.510111 0.063 0.214 0.567
H -0.243422 0.435940 2.595661 0.320 -0.261 -0.335
H 2.165678 -0.582590 5.791301 -0.080 0.259 0.566
H 2.608968 1.096460 5.491001 0.111 0.071 -0.153
H 4.761758 -0.609930 4.327311 0.031 0.500 -0.102
H 4.281768 -1.444600 5.718791 -0.627 -0.187 -0.058
H 6.053358 -0.041160 6.394891 -0.362 -0.606 0.748
H 4.501698 0.593740 7.162391 0.350 -0.024 0.100
H 4.680058 2.348030 5.220291 -0.466 -0.268 -0.078
H 6.210908 1.736880 4.753881 0.103 -0.836 0.109
H 5.905408 2.365760 6.355861 0.432 0.073 0.010
H 3.073188 -2.065060 2.992331 0.110 -0.470 0.053
H 1.592468 -1.999510 2.024531 0.327 0.348 -0.201
H 0.157898 -2.375130 3.715161 -0.421 -0.352 0.652
H 1.453108 -2.623900 4.938101 -0.289 -0.288 0.283
H 2.145258 -4.448980 2.956771 0.693 -0.024 0.718
H 0.576218 -4.359910 2.618631 -0.806 -0.150 0.270
H 0.970428 -6.221270 4.303881 -0.371 -0.055 -0.175
H -0.063282 -4.979010 5.049071 0.217 -0.080 0.386
H 1.748168 -5.163960 5.362861 -0.326 0.464 0.408
H 2.920268 0.513990 1.496521 -0.034 0.356 -0.248
H 4.050788 0.511100 2.799411 -0.070 -0.527 -0.011
H 3.619758 2.844470 3.494221 0.205 -0.772 0.317
H 2.173338 2.813400 2.607181 -0.098 0.373 -0.487
H 3.324178 2.764450 0.540781 0.530 -0.173 -0.392
H 4.906228 2.235590 1.248721 -0.344 -0.473 -0.044
H 4.858898 4.727150 2.415241 -0.105 -0.500 0.359
H 3.688658 4.962530 1.159011 0.091 0.351 -0.048
H 5.375638 4.636770 0.791741 -0.140 -0.629 -0.356
N 0.622408 -0.510050 0.230771 9.187 0.513 0.369
S -0.578042 -0.932830 -0.403529 -14.104 -2.108 -1.781
O -1.070512 -2.291800 -0.182299 1.309 1.049 -1.156
O -1.017332 -0.193690 -1.590439 1.114 -1.388 0.923
F -1.527852 -0.245790 0.734041 -0.364 0.783 0.380
S 1.627438 -1.100520 -1.010289 5.124 -0.941 -1.867
O 2.406488 -0.051500 -1.633709 -1.985 -0.761 0.516
O 1.216498 -2.272860 -1.840989 0.117 3.046 2.135
F 2.722488 -1.735350 -0.076889 -0.602 -0.180 0.375
N 7.268328 -3.459350 -0.085199 0.476 -5.174 -0.241
S 6.026898 -2.692760 -0.277809 -2.793 11.257 -1.227
O 5.021178 -2.743120 0.731621 -0.436 -0.645 0.835
O 5.545678 -2.376520 -1.590769 -0.110 -0.927 -0.259
F 6.815698 -1.261050 0.009281 -0.639 -0.264 0.456
S 6.353948 -4.857890 -0.285129 4.371 -6.590 1.318
O 5.663738 -5.132550 -1.501389 -0.552 0.925 -0.528
O 5.880948 -5.534920 0.880051 -1.087 1.361 0.582
F 7.677828 -5.730030 -0.442099 0.576 -0.074 -0.846